1.
Molecular formula: C4H14NO3
Method: DFT, ωB97M-V/def2-TZVPD

Structure (ORCA input):
```
! wB97M-V def2-TZVPD RIJCOSX def2/J DEFGRID3
* xyz 1 1
H -1.0920 -1.3915 0.8944
H -2.0811 0.2444 -0.5288
C 0.5451 0.0816 1.1547
C -1.1292 -0.2499 -0.9384
O -0.8271 -2.5890 -1.7065
C -0.3571 -0.8273 0.2788
H -0.8093 1.7179 -1.9946
H 1.5969 -0.0103 0.7262
H 0.2590 -1.6804 -0.0408
H 0.5422 -0.2480 2.2370
H -0.0386 -2.8732 -2.3389
H 0.1798 1.5347 -0.9072
N -0.3280 0.8409 -1.6075
H 0.3435 0.4248 -2.2904
H 3.0948 1.9937 4.2346
O 2.6203 2.0390 3.4310
H -1.1873 -0.7898 -2.9761
H 1.6471 2.2261 3.7387
O 0.2052 1.4367 0.8561
H 0.0285 1.9718 1.5818
C -1.3549 -1.4012 -2.1122
H -2.3989 -1.7200 -2.0261
*
```

Kohn-Sham gap (eV): 10.90
Energy relative to the best compared isomer or geometry (same formula, charge and spin) (eV): 3.111
LUMO level (eV): -3.37
HOMO (eV): -14.27


2.
Molecular formula: C4H2O2
Method: DFT, ωB97M-V/def2-TZVPD

Structure (ORCA input):
```
! wB97M-V def2-TZVPD RIJCOSX def2/J DEFGRID3
* xyz 0 1
O 1.9499 -0.8944 0.3756
O -2.5044 -0.6314 0.5931
H -0.2847 -0.7288 0.4672
C 0.0094 0.1946 -0.1196
C -0.9896 1.0433 -0.5456
H 2.1086 0.8305 -0.6823
C 1.4878 0.0793 -0.1754
C -1.7770 0.1069 0.0870
*
```

Kohn-Sham gap (eV): 9.03
Energy relative to the best compared isomer or geometry (same formula, charge and spin) (eV): 1.713
LUMO level (eV): -1.32
HOMO (eV): -10.35


3.
Molecular formula: C4H4Cl12
Method: DFT, ωB97M-V/def2-TZVPD

Structure (ORCA input):
```
! wB97M-V def2-TZVPD RIJCOSX def2/J DEFGRID3
* xyz 0 1
Cl -1.1547 1.2402 -0.1729
C -0.5770 -4.3179 -2.1573
H -1.1124 -0.9721 0.5097
Cl 2.3120 1.1308 0.9515
C 0.7346 4.4668 0.0040
Cl 2.0956 5.2701 0.8183
Cl -0.6280 5.5567 -0.2109
C -1.8811 -0.3542 0.0594
Cl 0.4755 -4.4374 -3.5642
Cl -2.3030 -1.0852 -1.4913
H 0.4924 0.3791 2.1380
Cl 1.7800 -1.5991 1.8435
C 1.5451 0.1277 2.1806
Cl 1.2662 3.8214 -1.5734
H 0.4432 3.6067 0.5920
Cl -3.2790 -0.2510 1.1282
Cl -0.9913 -5.8698 -1.4666
Cl 2.1798 0.4458 3.7964
Cl 0.1228 -3.2680 -0.9101
H -1.5206 -3.8906 -2.4751
*
```

Kohn-Sham gap (eV): 11.54
Energy relative to the best compared isomer or geometry (same formula, charge and spin) (eV): 0.165
LUMO level (eV): 0.36
HOMO (eV): -11.18
SMILES string: ClC(Cl)Cl.ClC(Cl)Cl.ClC(Cl)Cl.ClC(Cl)Cl


4.
Molecular formula: C17H24AuBBrIN8O2P
Method: DFT, ωB97M-V/def2-TZVPD

Structure (ORCA input):
```
! wB97M-V def2-TZVPD RIJCOSX def2/J DEFGRID3
* xyz 3 1
C 0.0832 2.6816 -1.9567
N -2.5980 2.4883 1.5788
H -4.1737 0.1205 -2.4005
H 0.3086 4.8485 -2.3417
H 2.6488 2.8992 1.6154
C 0.3456 0.6310 4.2075
C -2.9021 2.3367 0.1271
N 0.9339 1.6124 2.3100
N 2.6743 0.8969 0.6087
C 1.8744 -4.4058 -2.9884
H 1.5615 4.7456 0.0961
C 1.0864 3.9597 -0.4692
C 1.3223 1.3707 3.5738
C 1.0310 -3.5588 -2.2856
H -4.7563 -1.8314 -1.2852
N 1.0894 2.7031 -0.0083
I -0.3116 -2.4957 0.2532
C -4.4335 0.2537 -1.3532
C 1.7742 -4.5731 -0.2007
Au 0.1768 -0.0303 -0.5092
H -5.1359 1.0813 -1.2676
C 4.2822 -0.4754 -0.0815
H 2.8171 -1.8417 -1.0670
H -2.6056 3.4676 1.8690
C 2.6465 -5.3372 -2.3055
H -3.2770 1.9728 2.1458
C 3.0568 -0.9647 -0.4891
H 3.2920 -5.9990 -2.8669
H -0.4102 2.2444 -2.8097
B 1.8709 2.1014 1.1989
H -6.1308 -0.9633 -1.0163
C 2.6004 -5.4229 -0.9213
H 5.2503 -0.9090 -0.2605
H 2.2652 1.7430 3.9419
C -0.6252 0.4408 3.2309
H 1.7391 -4.6300 0.8791
H -4.9382 -1.0662 0.1707
H -1.5717 -0.0757 3.3053
H -3.8548 2.8190 -0.0899
C 0.4491 3.9945 -1.7019
H -2.1220 2.8354 -0.4466
C 3.9947 0.6958 0.6047
N -0.2819 1.0371 2.0761
C 0.9943 -3.6612 -0.8982
H 4.6492 1.3986 1.0945
N 2.0956 -0.1389 -0.0410
N -5.1222 -0.9840 -0.8446
H 0.3380 0.2914 5.2283
Br 0.0207 -2.2812 -3.2358
N 0.4771 1.9225 -0.9260
H 1.9211 -4.3375 -4.0667
O -3.2592 -0.1999 1.0024
H -1.6426 2.0471 1.7895
P -2.9697 0.5338 -0.2573
O -1.7558 0.1568 -1.1189
H 3.2069 -6.1480 -0.3965
*
```

Kohn-Sham gap (eV): 6.50
Energy relative to the best compared isomer or geometry (same formula, charge and spin) (eV): 0.000
LUMO level (eV): -10.49
HOMO (eV): -16.99